{
  "formula": "C5H14N5S",
  "method": "the ωB97M-V functional and the def2-TZVPD basis",
  "charge": 1,
  "e_homo_ev": [-11.86, -11.86],
  "lumo_ev": [-3.982, -3.983],
  "symbols": ["C", "C", "C", "C", "C", "N", "N", "N", "N", "N", "S", "H", "H", "H", "H", "H", "H", "H", "H", "H", "H", "H", "H", "H", "H"],
  "xyz": [[3.6322, -1.1327, 0.6333], [-1.9373, 0.2585, 1.2876], [-1.7635, -1.2673, -0.6720], [0.7441, 0.4956, -1.2172], [-0.5448, 0.8780, -0.5556], [2.8268, -2.0645, -0.0597], [1.8159, -1.5476, -0.5610], [3.1403, 0.1645, 0.7605], [1.3864, -0.4026, -0.3101], [-1.0609, -0.2099, 0.1611], [3.7977, 1.2806, -0.1687], [3.6884, -1.6089, 1.7026], [4.6319, -1.2536, 0.1002], [-1.3948, 0.7339, 2.2349], [-2.5274, 1.0657, 0.8260], [-2.6747, -0.5065, 1.6064], [-2.0569, -0.7208, -1.5337], [-0.9775, -1.9641, -0.9005], [-2.6233, -1.6528, -0.1487], [0.7858, -0.1520, -2.1182], [1.5244, 1.2644, -1.2443], [-1.1094, 1.2258, -1.4163], [-0.2905, 1.6993, 0.1135], [-0.3836, -0.8134, 0.6212], [3.7157, 2.3586, 0.5726]]
}



{
  "formula": "C5H14N7O",
  "method": "the ωB97M-V functional and the def2-TZVPD basis",
  "charge": 1,
  "e_homo_ev": -12.28,
  "lumo_ev": -2.891,
  "symbols": ["C", "C", "C", "C", "C", "N", "N", "N", "N", "N", "N", "N", "O", "H", "H", "H", "H", "H", "H", "H", "H", "H", "H", "H", "H", "H", "H"],
  "xyz": [[-1.6946, -0.4468, 2.5868], [1.7709, 0.1886, -3.1081], [0.4905, 0.1105, 2.3594], [0.3522, -0.0573, 0.8683], [-1.0190, 0.2911, 0.2750], [-0.5522, -0.4223, 3.1417], [2.1548, -0.5793, -2.1429], [-2.0045, 0.0834, 1.3951], [0.5087, 0.6631, -2.9799], [1.1871, -0.7840, 0.2187], [-1.0620, 1.6037, -0.1451], [-1.3964, -0.5564, -0.8291], [1.7568, -0.3338, 2.8027], [-2.4998, -0.8853, 3.1842], [2.4613, 0.4047, -3.9422], [0.5618, 1.1587, 2.6521], [-2.9489, 0.0179, 0.9925], [0.0915, 1.3339, -3.7751], [-0.2005, 0.3907, -2.2165], [3.0765, -0.9831, -2.1505], [2.0159, -1.1579, 0.7742], [-2.0797, 1.9012, -0.4868], [-0.8656, 2.2040, 0.5601], [1.6850, -0.7686, -1.2797], [-1.1220, -1.5995, -0.6648], [-2.4699, -0.4531, -0.9647], [1.8023, -1.3242, 2.8748]]
}



{
  "formula": "C5H14NO",
  "method": "the ωB97M-V functional and the def2-TZVPD basis",
  "charge": -1,
  "e_homo_ev": -2.76,
  "lumo_ev": 4.290,
  "symbols": ["C", "N", "C", "H", "H", "H", "H", "H", "H", "H", "C", "O", "C", "C", "H", "H", "H", "H", "H", "H", "H"],
  "xyz": [[1.4468, 1.9561, 1.3739], [1.5253, 0.5789, 0.9369], [2.1076, 0.5162, -0.3829], [2.4449, 2.4103, 1.3919], [0.8223, 2.5648, 0.7096], [1.0001, 2.0245, 2.3624], [0.5439, 0.2725, 0.8110], [1.5914, 1.1674, -1.1069], [2.0893, -0.5036, -0.7484], [3.1475, 0.8550, -0.3661], [-1.3799, -0.0278, -1.0654], [-1.0786, 0.6466, 0.0623], [-1.9701, -1.4292, -0.8035], [-0.9819, -2.3100, -0.0710], [-0.4933, -0.2335, -1.7310], [-2.1126, 0.5124, -1.7093], [-2.3118, -1.8950, -1.7388], [-2.8461, -1.2944, -0.1559], [-1.3560, -3.3258, 0.0720], [-0.7981, -1.8689, 0.9106], [-0.0070, -2.3517, -0.5642]]
}



{
  "formula": "C5H14NO",
  "method": "the ωB97M-V functional and the def2-TZVPD basis",
  "charge": 1,
  "e_homo_ev": -14.05,
  "lumo_ev": -2.998,
  "symbols": ["O", "C", "C", "C", "H", "H", "H", "H", "H", "H", "C", "N", "C", "H", "H", "H", "H", "H", "H", "H", "H"],
  "xyz": [[-0.9243, -0.6089, 0.9826], [-1.2447, -0.9009, -0.1582], [-0.3559, -1.5835, -1.1552], [-1.1935, -2.5102, -2.0734], [-2.2257, -0.5419, -0.5163], [0.3937, -2.1437, -0.5913], [0.0639, -0.7830, -1.7743], [-1.8467, -3.1395, -1.4770], [-0.4883, -3.1308, -2.6229], [-1.7113, -1.8559, -2.7729], [0.8555, 2.1180, -0.4015], [0.6320, 1.6906, 1.0049], [1.8886, 1.3637, 1.7361], [-0.1216, 2.2548, -0.8621], [1.4200, 3.0483, -0.4369], [1.3998, 1.3604, -0.9585], [-0.0140, 0.8646, 1.0329], [0.1504, 2.4379, 1.5075], [2.3029, 0.4530, 1.3106], [1.6237, 1.2351, 2.7813], [2.5796, 2.2021, 1.6556]]
}



Per-record ΔE to the lowest compared entry with this formula, charge and spin, kcal per mole: 42.5 27.6 10.3 26.4
Per-record electronic energy, Eh: -870.40930 -657.18974 -328.87739 -328.64420